C4H5FO2 | ωB97M-V with the def2-TZVPD basis set

Calculated values
**E_tot**: -405.7532 Ha
**LUMO**: 0.82 eV
**Energy relative to the best compared isomer or geometry (same formula, charge and spin)**: 8.7 kcal/mol
**Orbital gap**: 12.30 eV
**Total charge**: 0

Each atom is followed by the atoms it is bonded to, with distances in Å.
Atoms and positions in Å:
1 C -0.616 1.087 3.327  O5 1.141
2 C 0.519 -2.320 0.149  C4 1.572, O6 1.190, F7 1.455
3 C -0.635 -0.020 0.047  C4 1.525, H8 1.076, H9 1.086, H10 1.104
4 C 0.179 -0.984 0.904  C2 1.572, C3 1.525, H11 1.085, H12 1.075
5 O -1.461 1.852 3.273  C1 1.141
6 O 0.000 -3.047 -0.638  C2 1.190
7 F 1.918 -2.630 0.399  C2 1.455
8 H -1.120 0.739 0.636  C3 1.076
9 H -1.348 -0.522 -0.601  C3 1.086
10 H -0.024 0.617 -0.616  C3 1.104
11 H -0.320 -1.322 1.806  C4 1.085
12 H 1.167 -0.672 1.191  C4 1.075

Here are the Mulliken charges for atoms 1 to 2, given in e:
1 C 0.15
2 C 0.43